The following is a quantum chemistry calculation of a cluster of 6 separate species, C19H31Cl3F2O12S3 in total, from OMol25.

Kohn-Sham gap, eV: 10.216
M, g/mol: 692.00
Highest occupied orbital energy, eV: -9.993

The geometry in ORCA input format:
```
! RIJCOSX wB97M-V def2-TZVPD def2/J DEFGRID3
* xyz 0 1
O 1.262 0.707 -4.763
C 2.023 0.054 -5.412
O 1.885 -1.255 -5.719
C 3.045 -1.772 -6.333
C 3.825 -0.503 -6.724
F 3.678 -0.102 -7.985
O 3.234 0.467 -5.913
H 3.652 -2.488 -5.748
H 2.751 -2.447 -7.108
H 4.871 -0.558 -6.476
O -0.662 3.678 0.831
C -0.950 2.789 0.104
O -0.793 2.827 -1.235
C -1.298 1.632 -1.855
C -1.476 0.765 -0.640
F -0.497 -0.206 -0.603
O -1.380 1.586 0.448
H -2.164 1.968 -2.418
H -0.586 1.197 -2.566
H -2.455 0.241 -0.539
O 4.535 -1.129 -3.398
S 4.401 -0.794 -2.011
O 5.174 -1.555 -1.039
C 4.727 0.981 -1.672
C 3.348 1.652 -1.780
C 2.322 0.706 -1.212
C 2.623 -0.799 -1.645
H 5.397 1.336 -2.427
H 5.172 1.096 -0.668
H 3.393 2.602 -1.217
H 3.215 1.780 -2.845
H 1.348 0.961 -1.523
H 2.372 0.686 -0.075
H 2.166 -0.953 -2.575
H 2.211 -1.534 -0.965
O -0.853 -0.908 3.508
S -0.145 -1.894 2.735
O -0.749 -2.332 1.517
C 1.585 -1.492 2.436
C 2.183 -2.938 2.216
C 1.547 -4.019 3.077
C 0.321 -3.309 3.758
H 2.015 -0.973 3.293
H 1.815 -0.891 1.553
H 1.897 -3.180 1.179
H 3.266 -2.930 2.238
H 2.292 -4.344 3.845
H 1.228 -4.982 2.709
H 0.530 -2.865 4.736
H -0.527 -3.958 3.898
O -6.472 3.446 1.171
S -5.081 3.507 1.571
O -4.257 4.513 0.888
C -4.917 3.826 3.344
C -4.296 2.527 3.924
C -3.491 1.840 2.770
C -4.316 1.868 1.529
H -5.925 4.051 3.691
H -4.339 4.720 3.510
H -3.692 2.701 4.827
H -5.207 1.868 4.266
H -3.205 0.797 2.830
H -2.609 2.427 2.654
H -5.238 1.312 1.557
H -3.749 1.841 0.616
Cl -5.109 -2.254 1.480
C -3.921 -2.743 2.739
Cl -3.768 -4.494 3.012
Cl -4.280 -1.894 4.195
H -2.904 -2.462 2.430
*
```

=====

The following is a quantum chemistry calculation of a structure of composition C19H31CuN2P, from OMol25.

Kohn-Sham gap (alpha / beta), eV: 6.442 / 5.640
M, g/mol: 381.99
<S²>: 0.76
Highest occupied orbital energy (alpha / beta), eV: -6.214 / -6.213

The geometry in ORCA input format:
```
! RIJCOSX wB97M-V def2-TZVPD def2/J DEFGRID3
* xyz 0 2
C -2.458 0.662 -3.386
C -2.197 -0.553 -2.771
C -1.371 -0.642 -1.629
C -0.841 0.531 -1.088
C -1.112 1.753 -1.715
C -1.926 1.831 -2.853
C -1.218 -2.017 -1.025
C 0.186 -2.610 -0.755
N 1.311 -1.718 -0.703
Cu 0.060 0.742 0.693
C -0.448 2.996 -1.178
P 1.096 2.369 -0.373
H -2.622 -1.479 -3.167
H -2.121 2.812 -3.288
H -3.089 0.703 -4.277
H -1.039 3.476 -0.381
H -0.208 3.742 -1.940
H -1.796 -2.071 -0.086
H -1.702 -2.728 -1.706
H 0.144 -3.138 0.208
C 1.767 3.800 0.509
C 2.163 2.314 -1.852
H 0.384 -3.366 -1.543
C 1.783 -1.175 -1.960
C 2.379 -2.105 0.197
H 0.812 1.303 2.169
H 2.252 -1.971 -2.571
H 0.957 -0.723 -2.521
H 2.531 -0.399 -1.745
H 3.072 -2.806 -0.305
H 2.936 -1.209 0.504
H 1.952 -2.599 1.083
H 2.268 3.324 -2.272
H 3.154 1.939 -1.565
H 1.748 1.654 -2.624
H 1.898 4.661 -0.157
H 1.102 4.069 1.340
H 2.742 3.509 0.925
H 1.462 1.195 1.778
C 1.395 -1.180 3.529
C -0.020 -1.272 3.139
C -0.993 -2.051 3.822
C -2.233 -1.756 3.231
C -1.981 -0.813 2.200
C -3.013 -0.164 1.385
N -0.637 -0.534 2.156
H 2.067 -1.575 2.760
H 1.552 -1.772 4.442
H 1.691 -0.143 3.734
H -0.771 -2.714 4.645
H -3.214 -2.130 3.479
H -3.580 -0.905 0.806
H -3.713 0.392 2.025
H -2.561 0.543 0.677
*
```

=====

The following is a quantum chemistry calculation of a structure of composition C19H31F9MoOP2, from OMol25.

Energy above the lowest of the compared OMol25 structures with the same formula, charge and spin, kJ/mol: 437.66
Kohn-Sham gap (alpha / beta), eV: 4.037 / 4.147
M, g/mol: 604.33
<S²>: 2.13
Highest occupied orbital energy (alpha / beta), eV: -12.697 / -12.400

The geometry in ORCA input format:
```
! RIJCOSX wB97M-V def2-TZVPD def2/J DEFGRID3
* xyz 2 3
P 0.409 -2.169 -2.055
P 0.307 1.396 -3.151
C -0.266 -1.305 -3.565
C 0.545 -0.103 -4.090
H -1.312 -1.040 -3.331
H -0.283 -2.085 -4.342
H 1.631 -0.311 -4.174
H 0.178 0.149 -5.098
C -1.301 2.143 -3.486
H -1.562 2.851 -2.676
H -2.086 1.376 -3.650
H -1.219 2.721 -4.421
C 1.564 2.673 -3.332
H 1.303 3.270 -4.227
H 2.579 2.246 -3.489
H 1.531 3.352 -2.455
C -0.731 -3.552 -1.848
H -0.480 -4.087 -0.923
H -0.629 -4.234 -2.708
H -1.766 -3.188 -1.775
C 2.013 -2.801 -2.561
H 2.684 -1.989 -2.853
H 1.855 -3.468 -3.422
H 2.458 -3.357 -1.722
Mo 0.692 -2.064 1.515
C 0.097 2.721 0.101
C -1.209 2.470 0.008
C -2.013 1.254 -0.364
C -1.746 -0.064 0.400
C -0.832 -1.030 -0.180
C 0.485 -0.790 -0.843
C 0.838 0.689 -1.186
C 1.131 1.630 -0.025
C 0.202 -3.332 3.264
H 0.430 3.707 0.458
H -1.891 3.248 0.385
H -2.125 1.075 -1.428
H -3.031 1.520 -0.039
H -1.448 0.262 1.425
H -2.714 -0.611 0.567
H -1.027 -2.120 0.122
H 1.358 -1.212 -0.179
H -0.198 1.040 -1.535
H 1.773 0.639 -1.791
H 1.091 0.992 0.866
H 2.130 2.079 -0.026
H 0.787 -3.124 4.185
H 0.541 -4.340 2.915
H -0.854 -3.448 3.588
F 1.673 -0.889 5.450
C 1.201 0.365 5.271
F 0.739 0.837 6.472
F 2.262 1.143 4.908
C 0.140 0.393 4.082
O 0.538 -0.370 3.070
C -1.254 0.007 4.693
F -1.813 0.987 5.469
F -2.105 -0.280 3.666
F -1.168 -1.128 5.426
C 0.003 1.952 3.749
F 0.043 2.745 4.859
F 1.015 2.338 2.943
F -1.168 2.221 3.089
*
```

=====

The following is a quantum chemistry calculation of a cluster of 2 separate species, C19H31N2O8S3 in total, from OMol25.

Energy above the lowest of the compared OMol25 structures with the same formula, charge and spin, kJ/mol: 545.00
Kohn-Sham gap, eV: 5.909
M, g/mol: 511.66
Highest occupied orbital energy, eV: -10.661

The geometry in ORCA input format:
```
! RIJCOSX wB97M-V def2-TZVPD def2/J DEFGRID3
* xyz 1 1
C 3.976 1.823 -2.484
C 4.069 2.054 -0.901
O 5.103 2.568 -0.381
O 2.926 1.648 -0.047
C 3.223 0.425 0.667
O 3.018 0.367 1.921
C 3.841 -0.878 -0.021
C 2.754 -1.932 -0.549
C 3.627 -2.906 -1.481
N 2.962 -4.203 -1.795
C 1.529 -1.423 -1.466
N 0.151 -1.583 -0.896
C 0.052 -2.172 0.299
S -1.399 -2.525 1.369
C -2.587 -3.649 0.507
C -3.552 -2.846 -0.523
O -2.972 -2.154 -1.394
O -4.939 -2.970 -0.334
C -5.704 -2.488 -1.474
C -6.257 -0.970 -1.252
C -5.180 0.057 -1.848
O -7.555 -0.926 -1.906
C -8.165 0.354 -1.798
O -8.682 0.841 -2.839
C -8.209 1.258 -0.480
S -7.704 2.991 -1.004
S 1.743 -2.647 0.836
H 4.163 2.795 -3.068
H 4.687 0.999 -2.844
H 2.883 1.536 -2.711
H 4.446 -1.421 0.799
H 4.624 -0.612 -0.830
H 3.797 -2.343 -2.474
H 4.662 -3.076 -0.996
H 3.435 -4.579 -2.635
H 1.977 -4.052 -2.099
H 1.710 -1.730 -2.550
H 1.664 -0.272 -1.486
H -0.658 -1.230 -1.441
H -3.286 -4.071 1.326
H -2.100 -4.544 -0.008
H -5.198 -2.619 -2.485
H -6.661 -3.137 -1.513
H -6.380 -0.837 -0.109
H -5.560 1.123 -1.987
H -4.300 0.081 -1.099
H -4.808 -0.384 -2.838
H -7.575 0.856 0.377
H -9.297 1.308 -0.125
H -7.356 3.726 0.127
C 4.078 2.513 4.145
C 4.430 3.135 2.819
C 4.641 4.587 3.206
O 5.121 4.593 4.559
C 4.956 3.280 5.111
H 4.250 1.436 4.180
H 3.023 2.701 4.372
H 5.366 2.705 2.447
H 3.666 3.002 2.053
H 3.699 5.146 3.182
H 5.362 5.093 2.559
H 5.948 2.823 5.194
H 4.521 3.351 6.111
*
```